No. 1
Computed, not measured: C55H56BF4N3O3P2Ti as an isolated structure, with ωB97M-V with the def2-TZVPD basis set.

The multiplicity is 2. The calculation puts the highest occupied orbital energy (alpha / beta) at -10.25 / -10.27 eV. As for the total charge: +1. The calculation puts the LUMO energy (alpha / beta) at -2.39 / -1.97 eV. As for the gap between HOMO and LUMO (alpha / beta): 7.86 / 8.30 eV.

Positions of all 125 atoms, in Å:
C 10.071 14.273 11.882
C 17.793 8.832 13.098
H 14.473 8.322 13.410
H 11.816 17.432 9.609
C 20.529 14.788 11.793
C 14.001 14.893 9.127
H 13.497 12.867 5.959
F 16.836 10.032 15.734
C 9.975 16.528 11.106
C 15.590 12.936 7.819
H 21.037 13.648 13.541
H 17.000 17.780 16.385
O 14.792 14.019 9.830
C 10.759 15.434 11.537
H 8.052 17.309 10.531
H 11.050 17.378 13.452
C 12.376 14.261 15.911
C 17.152 11.079 8.009
C 15.017 14.074 6.965
C 13.717 10.733 15.910
H 10.525 17.441 10.818
H 13.890 13.392 17.964
C 17.076 11.243 9.380
N 13.642 14.852 15.802
N 16.220 15.104 16.085
H 17.526 13.873 17.323
H 8.177 13.299 11.974
H 13.273 13.421 12.789
H 15.937 15.689 5.795
C 12.466 16.745 9.115
C 20.274 13.860 12.780
C 11.173 12.122 16.131
C 14.325 19.133 12.304
H 12.005 17.520 7.191
C 7.972 15.242 11.159
C 8.683 14.209 11.674
O 15.365 15.017 13.342
H 9.137 14.771 15.523
N 13.670 12.200 16.299
H 17.969 14.013 9.746
C 14.322 13.540 5.709
C 17.770 10.148 12.669
F 17.297 11.584 17.355
C 14.046 17.850 11.853
C 15.378 8.838 13.231
H 16.654 7.067 13.546
H 17.293 15.549 17.875
H 13.166 10.629 14.988
C 14.108 14.939 7.756
H 14.439 10.659 12.552
F 16.440 12.310 15.289
H 18.683 10.690 12.458
H 14.662 17.403 11.065
C 12.028 17.831 13.148
H 12.623 12.782 13.933
H 12.987 19.243 16.967
C 11.178 14.919 15.701
H 16.425 11.883 6.180
C 16.573 10.825 12.458
H 11.120 15.949 15.365
C 13.126 15.754 9.847
C 18.580 14.021 10.623
C 13.734 18.460 16.832
C 12.374 12.845 16.098
P 12.591 15.566 11.619
C 13.275 15.844 7.082
H 13.312 15.930 5.996
C 12.314 19.082 13.650
H 17.004 14.295 6.102
C 16.218 14.907 6.531
C 16.323 12.238 10.019
C 15.537 13.052 9.216
P 16.548 12.502 11.772
C 8.605 16.452 10.902
H 10.597 13.394 12.278
H 6.907 15.084 11.048
H 18.714 8.301 13.293
C 19.108 13.109 12.776
C 12.525 16.769 7.754
C 13.214 17.201 16.625
C 16.612 8.163 13.329
Ti 14.919 13.612 15.053
H 18.840 12.456 13.599
C 14.026 12.344 17.747
C 19.658 14.864 10.731
H 15.525 19.672 16.682
H 17.190 16.094 14.547
H 13.638 20.743 13.573
C 15.408 16.337 16.277
H 15.100 12.949 5.190
C 15.914 17.599 16.425
H 21.419 15.396 11.780
C 16.400 11.959 7.245
H 13.288 10.070 16.663
H 12.153 17.065 16.716
H 16.692 15.362 7.352
H 19.997 15.446 9.902
H 17.850 10.374 7.571
H 14.728 10.485 15.704
F 18.581 11.546 15.513
C 12.876 17.244 12.254
C 16.799 14.706 17.411
C 15.089 18.680 16.624
H 13.356 11.772 18.383
H 15.017 11.983 17.977
C 17.453 15.390 15.285
H 11.610 19.585 14.317
H 17.846 14.496 14.816
H 15.178 19.634 11.904
C 18.209 13.199 11.712
C 9.982 12.809 15.932
H 18.274 15.789 15.934
C 15.375 10.153 12.785
H 15.999 14.325 18.042
H 13.948 14.330 5.023
H 9.072 12.235 15.996
H 15.680 14.383 12.676
C 13.460 19.761 13.193
H 11.234 11.030 16.203
H 14.446 15.273 13.023
O 13.520 12.842 13.542
C 14.015 16.140 16.266
H 17.713 10.602 9.969
B 17.381 11.259 16.052
C 10.008 14.197 15.705



No. 2
Computed, not measured: a 8-piece molecular cluster, C55H56BrF7NO4 overall, with ωB97M-V with the def2-TZVPD basis set.

The multiplicity is 2. The calculation puts the highest occupied orbital energy (alpha / beta) at -8.82 / -9.18 eV. The calculation puts the LUMO energy (alpha / beta) at 0.28 / 0.00 eV. As for the gap between HOMO and LUMO (alpha / beta): 9.10 / 9.18 eV.

Positions of all 124 atoms, in Å:
F -1.626 2.027 0.183
C 1.319 -5.364 3.689
C 2.543 4.049 1.017
C 0.315 -1.256 1.287
H 7.489 -3.947 4.353
H -9.368 2.960 3.197
H -3.417 2.089 -7.754
C -0.795 1.723 -5.642
C 3.406 -1.903 1.176
H -0.020 -7.222 6.798
F -1.329 -7.642 4.610
C -0.647 -1.808 -2.435
C -6.353 3.806 1.910
H -9.554 5.419 3.349
C 1.290 -0.942 0.125
C 2.546 0.125 -7.100
C 6.858 -3.332 4.982
H 1.874 -2.007 -1.712
H -1.129 -0.890 -2.120
O -2.266 -2.866 -0.687
C -3.236 3.989 -2.389
H 3.972 6.510 2.811
H -1.253 -2.407 -3.099
H -0.299 -6.329 2.636
H -3.919 5.882 0.324
C -3.476 1.033 -5.891
C 2.663 -0.658 0.783
Br 4.710 -2.540 -0.175
C -1.514 2.120 -6.762
F 2.870 2.940 0.313
H 1.320 -0.016 -5.333
H 3.934 -1.627 4.899
C -6.475 5.177 2.011
C 1.727 -0.530 -6.193
C 1.485 -5.879 6.032
F -3.349 -0.065 -3.815
C -1.069 -1.824 0.923
H 0.227 -1.513 -3.019
F 0.641 -2.504 -5.512
H -3.064 -1.069 1.041
H 8.166 -3.449 6.694
H -2.657 4.051 1.431
H 4.573 4.464 1.531
H 0.153 -0.318 1.819
C 3.542 4.782 1.621
C -2.517 2.973 -1.777
C 1.432 -1.863 -6.396
O 3.305 -2.482 2.155
O 1.038 1.195 -2.786
H -7.667 6.851 2.592
C 1.927 -2.558 -7.482
C 1.298 -2.165 -0.805
C 1.592 0.641 -1.917
C 3.050 -0.556 -8.201
H -1.903 -1.879 2.959
H -0.161 5.840 1.916
C 0.370 -6.698 5.934
C 5.230 -1.766 6.601
H 1.757 -3.033 -0.328
H 4.608 -1.164 7.250
H 1.678 -3.604 -7.609
C 0.892 0.381 -0.597
H -4.302 5.830 -2.112
C 0.146 -4.029 -1.876
H 1.155 1.170 0.110
H 2.828 -4.568 4.990
C -8.656 4.967 2.949
H 3.323 -0.039 0.187
H -7.316 1.930 2.279
C -0.250 -6.843 4.709
H -1.872 0.100 1.468
C -2.745 0.651 -4.783
C -2.101 -0.671 0.744
H -2.126 -0.257 -0.255
H 0.825 -1.919 1.988
C -1.411 0.988 -4.643
H -5.451 3.375 1.496
H -4.517 0.749 -5.971
H -0.171 0.468 -0.758
H -3.401 3.960 -3.459
H -0.865 0.680 -3.769
N -1.078 -2.843 -0.163
H 2.456 -0.113 1.707
C -3.743 5.038 -1.631
H 1.604 7.187 3.005
C -7.609 5.772 2.525
H 1.688 -4.839 2.816
H 5.375 -3.024 3.463
C 7.240 -3.062 6.288
C -2.326 3.021 -0.412
C 0.877 5.546 1.830
C -0.096 -2.631 -1.265
H 1.985 -5.762 6.985
C -2.824 4.051 0.360
C -1.561 -2.571 2.198
H 3.686 -0.042 -8.911
C 6.417 -2.285 7.079
C 0.209 -6.190 3.582
C 1.214 4.412 1.106
H 0.250 1.987 -5.546
C 1.959 -5.210 4.912
H -1.029 2.696 -7.539
H 3.126 -2.425 -9.252
F 6.782 -2.025 8.349
H 3.473 0.790 -1.636
H -0.785 -4.437 -2.258
C 5.670 -2.816 4.482
C 4.859 -2.032 5.290
H -2.108 2.152 -2.351
C -8.551 3.585 2.862
H -2.324 -3.291 1.919
H 0.877 -3.983 -2.679
C -7.400 3.007 2.345
C 1.868 6.301 2.443
H 0.496 -4.714 -1.102
H -0.724 -3.165 2.567
C -3.536 5.070 -0.258
H 0.456 3.814 0.613
F -5.455 5.961 1.593
C 3.200 5.920 2.336
O 2.877 0.210 -2.136
H 2.792 1.168 -6.947
C -2.854 1.777 -6.884
C 2.737 -1.895 -8.393



No. 3
Computed, not measured: C55H60CsN5O8PSi as an isolated structure, with ωB97M-V with the def2-TZVPD basis set.

The multiplicity is 1. The calculation puts the highest occupied orbital energy at -5.55 eV. As for the total charge: -1. The calculation puts the LUMO energy at 1.65 eV. As for the gap between HOMO and LUMO: 7.20 eV.

Positions of all 131 atoms, in Å:
C 3.557 -4.685 0.734
Cs -0.112 0.278 1.159
H -7.110 0.256 3.246
H -2.491 -4.046 -4.967
H -4.089 0.522 -3.779
C 7.377 1.507 1.069
H 0.415 2.414 -2.856
C -0.779 -4.582 1.372
H 0.997 -2.806 2.188
H -1.459 -7.744 0.629
H -8.462 0.092 1.204
O -3.354 1.293 0.141
C 6.003 1.461 1.009
C -6.820 0.818 2.357
C -3.041 3.468 -1.377
O -2.900 2.593 3.349
H 1.068 -7.676 0.280
H 3.519 0.827 6.775
C -0.851 -6.889 0.851
H -3.085 -1.670 3.697
C -1.510 -5.729 1.318
H 1.415 6.689 2.407
C -2.666 2.784 2.147
C 5.628 -2.945 1.095
C 1.554 5.857 1.740
H -2.523 -5.752 1.608
O 0.831 -2.115 2.870
N 2.547 -5.564 0.397
O 2.964 0.942 0.996
O -1.597 3.229 1.652
H 2.778 0.559 -0.501
C -3.274 -2.138 -5.699
H -0.541 1.449 -6.935
C -7.173 1.409 0.058
C -6.047 2.178 0.072
O 2.665 0.143 -1.412
C -3.981 5.981 -0.616
C 2.363 4.813 2.186
H 4.484 0.940 4.539
C 2.788 2.019 3.696
H -3.218 -0.960 -1.962
H -4.789 5.031 1.124
C 7.239 2.782 3.064
H 6.428 -2.233 1.217
C 2.164 3.761 0.008
H 7.999 0.971 0.370
C 2.942 1.282 5.974
H 2.155 -3.090 -0.851
C 0.987 -0.325 -4.494
H -0.099 2.600 5.384
H -0.726 3.026 -5.001
H 1.160 4.827 -1.486
H 4.025 -1.496 0.862
H -2.719 2.493 -1.701
C 3.512 1.393 4.717
H -2.395 4.408 -3.135
H -5.100 1.768 3.346
H -3.869 -0.115 -6.173
H -0.476 -5.399 -2.265
P -2.195 -3.644 -2.048
H 7.659 3.180 3.982
H -3.967 -2.942 3.096
C -0.217 2.105 -4.897
C 2.669 3.780 1.307
C -2.817 -2.572 -3.372
C -4.233 4.877 0.197
C 4.865 -5.244 0.996
H 2.489 2.968 -0.686
C 0.499 -6.802 0.594
N 0.956 0.553 -3.475
C 8.018 2.201 2.096
C -3.646 3.614 -0.102
N 1.377 -1.597 -4.261
H -4.009 0.579 0.278
H -3.213 -2.489 -6.736
H 5.476 0.928 0.240
H -2.919 6.729 -2.290
C -0.100 1.199 -5.970
H -4.594 -4.084 -1.434
C 5.883 -4.351 1.226
C -7.569 0.685 1.203
C 0.384 1.711 -3.697
H -1.813 -5.703 -3.376
H 1.935 0.500 -1.907
H -4.379 6.926 -0.301
H 9.106 2.259 2.170
H -5.750 2.708 -0.820
H 2.794 4.882 3.203
H 5.293 3.278 3.827
N 0.566 -4.450 1.148
H 1.551 -1.946 -3.265
C -3.242 5.847 -1.767
H -0.526 -4.400 -3.701
C 1.005 5.844 0.461
H 0.833 2.828 3.173
C 1.469 2.416 3.937
C -3.733 -0.458 -4.022
C -2.806 -3.007 -4.708
H 1.265 -2.274 -5.027
C 5.238 2.117 1.983
C 0.926 2.334 5.206
C -3.661 -0.823 -5.396
C 0.567 0.003 -5.811
C -3.739 -4.662 -1.864
H 1.240 1.756 7.267
N 3.333 -3.394 0.731
H -7.730 1.335 -0.859
C -3.723 2.492 0.908
H -3.613 -5.527 -1.182
C 1.647 1.824 6.259
H 1.621 -2.110 3.406
C -2.869 4.568 -2.174
C -3.288 -1.300 -3.027
H 0.323 6.629 0.197
C 4.334 -2.522 0.884
H 0.730 -0.679 -6.667
O -3.272 -2.244 2.924
C -5.234 2.237 1.234
C 1.197 -5.569 0.733
Si 3.407 2.166 1.915
C -5.668 1.612 2.399
O 1.987 -2.562 -1.663
C 5.849 2.766 3.025
H -4.070 -5.060 -2.811
H 2.892 -6.474 0.063
H 6.863 -4.724 1.505
C -1.169 -4.904 -2.974
H 2.110 -1.641 -1.371
C 1.362 4.815 -0.415
H -1.261 -3.659 1.621
H 4.998 -6.337 0.980



Largest force on an atom across the listed records, respectively: 2.21, 4.12, 2.16 eV/Å.